1.
{"formula": "C4H11N3O", "method": "ωB97M-V/def2-TZVPD", "symbols": ["N", "C", "C", "C", "N", "C", "N", "O", "H", "H", "H", "H", "H", "H", "H", "H", "H", "H", "H"], "positions_angstrom": [[1.4636, -0.1927, -0.9354], [0.6324, -0.1413, 0.3390], [-0.8302, -0.1251, -0.0441], [-1.3089, 1.3854, -0.0841], [-2.5340, 1.5419, -0.9584], [1.0991, -1.3971, 1.0894], [2.4266, -1.9130, 0.7918], [0.3626, -1.9419, 1.9002], [1.0469, 0.5178, -1.5795], [1.3134, -0.9988, -1.5418], [0.8598, 0.8489, 0.8535], [-1.1499, -0.6655, -1.0157], [-1.3079, -0.7705, 0.7330], [-1.6139, 1.4998, 1.0630], [-0.4376, 2.0830, -0.4843], [-3.2423, 1.8459, -0.2987], [-2.4818, 2.4289, -1.4755], [2.5558, -2.7711, 1.1679], [3.1461, -1.2345, 0.4796]], "mulliken_charge": [-0.785, 0.318, -0.790, -0.292, -0.641, 0.251, -0.401, -0.589, 0.268, 0.257, 0.268, 0.331, 0.328, 0.231, 0.255, 0.263, 0.242, 0.234, 0.253], "smiles": "NCC[C@H](N)C(N)=O", "e_homo_ev": -9.348, "orbital_gap_ev": 10.2, "e_tot_ev": -10843.053}

***

2.
{"formula": "C4H11N3O2", "method": "ωB97M-V/def2-TZVPD", "symbols": ["C", "C", "N", "N", "N", "H", "H", "H", "H", "H", "H", "H", "H", "C", "C", "O", "O", "H", "H", "H"], "positions_angstrom": [[0.9943, 0.9127, 1.7585], [1.7062, -0.5771, 0.0413], [0.8540, -0.3015, 0.9520], [2.8287, 0.1242, -0.3407], [1.2884, -1.4403, -1.0097], [-0.5180, 0.6383, -1.5775], [1.7855, 0.9121, 2.5564], [0.0273, 1.1576, 2.2088], [3.5325, 0.4414, 0.2913], [3.2963, -0.0275, -1.2160], [0.3206, -1.1716, -1.3313], [1.2838, -2.4286, -0.7869], [1.4102, 1.7038, 1.1284], [-3.2972, 0.1725, -0.1035], [-2.0405, -0.3786, -0.7411], [-1.3034, 0.8396, -0.8589], [-1.5594, -1.3890, -1.1311], [-3.0277, 1.1499, 0.2318], [-3.4304, -0.6050, 0.6907], [-4.1512, 0.2671, -0.7625]], "mulliken_charge": [-0.939, 0.529, -0.377, -0.453, -0.557, 0.337, 0.314, 0.239, 0.203, 0.228, 0.170, 0.261, 0.357, -0.965, 0.843, -0.496, -0.574, 0.295, 0.276, 0.310], "smiles": "CN=C(N)N.CC(=O)O", "e_homo_ev": -8.886, "orbital_gap_ev": 9.7, "e_tot_ev": -12890.631}

***

3.
{"formula": "C4H11N3O2", "method": "ωB97M-V/def2-TZVPD", "symbols": ["C", "C", "N", "N", "N", "H", "H", "H", "H", "H", "H", "H", "H", "C", "C", "O", "O", "H", "H", "H"], "positions_angstrom": [[0.2544, -2.4264, 0.3763], [-1.4127, -1.3087, -0.8246], [-1.1261, -2.0974, 0.1187], [-0.5392, -0.4858, -1.6045], [-2.7579, -1.1019, -1.1268], [-0.7573, 1.6770, 0.3371], [0.6468, -3.1421, -0.3484], [0.3606, -2.9520, 1.3203], [0.0875, 0.0887, -1.0535], [0.0371, -1.1914, -2.0638], [-3.3807, -1.6209, -0.5320], [-3.0450, -0.1422, -1.2427], [0.9138, -1.5587, 0.3285], [1.8176, 2.8774, 0.6601], [1.1600, 1.6844, 1.2725], [-0.0399, 1.2680, 0.7591], [1.6577, 0.9676, 2.0745], [2.3311, 3.3780, 1.4797], [1.2381, 3.6122, 0.1085], [2.5541, 2.4744, -0.0391]], "mulliken_charge": [-0.751, 0.566, -0.512, -0.659, -0.467, 0.308, 0.322, 0.271, 0.267, 0.311, 0.260, 0.231, 0.192, -0.927, 0.651, -0.484, -0.480, 0.302, 0.347, 0.253], "smiles": "CN=C(N)N.CC(=O)O", "e_homo_ev": -8.850, "orbital_gap_ev": 9.3, "e_tot_ev": -12891.148}

***

4.
{"formula": "C4H11N3O2", "method": "ωB97M-V/def2-TZVPD", "symbols": ["C", "C", "N", "N", "N", "H", "H", "H", "H", "H", "H", "H", "H", "C", "C", "O", "O", "H", "H", "H"], "positions_angstrom": [[-1.2206, 1.4676, -2.1466], [-0.3554, 1.7746, 0.0049], [-0.1729, 1.3419, -1.1708], [-1.5595, 2.1898, 0.6184], [0.6229, 1.4566, 0.9540], [2.5957, -2.4234, 1.8087], [-1.2568, 0.5232, -2.7055], [-0.9841, 2.1786, -2.9425], [-2.1092, 1.4018, 0.9194], [-2.0993, 2.9546, 0.2633], [0.7120, 2.1267, 1.6997], [1.5155, 1.3329, 0.5078], [-2.2238, 1.6594, -1.7628], [0.6551, -1.9422, 0.3720], [1.2138, -3.3228, 0.6933], [2.2389, -3.2891, 1.5952], [0.8637, -4.3825, 0.2823], [-0.1296, -2.1323, -0.3549], [1.5116, -1.3470, 0.0860], [0.1820, -1.5682, 1.2779]], "mulliken_charge": [-0.870, 0.458, -0.464, -0.528, -0.422, 0.324, 0.279, 0.274, 0.214, 0.248, 0.248, 0.253, 0.327, -0.864, 0.613, -0.485, -0.522, 0.281, 0.296, 0.340], "smiles": "CN=C(N)N.CC(=O)O", "e_homo_ev": -9.254, "orbital_gap_ev": 9.8, "e_tot_ev": -12891.522}